# 1
The following is a DFT calculation (ωB97M-V/def2-TZVPD) of a 4-piece molecular cluster, C29H64N2O13P3S overall.

```
! wB97M-V def2-TZVPD RIJCOSX def2/J DEFGRID3
* xyz 0 2
C 2.3116 2.2769 -0.5462
C 1.3639 2.6787 -1.8044
N 2.2920 2.5605 -3.0137
C 1.6858 2.8638 -4.0986
S 1.2623 3.6858 -5.4911
C 0.2587 1.5266 -1.9217
C -1.2644 2.0098 -2.0039
C -1.8096 2.0743 -3.5304
C -2.1329 0.8030 -1.3399
N -1.5874 3.2188 -1.2023
O -1.6172 2.8983 0.0693
C -0.7324 4.3955 -1.4832
C -1.1877 5.2437 -2.7904
C -0.9908 5.4267 -0.2492
C 0.8414 4.1571 -1.5222
H 3.2972 2.8392 -0.7439
H 1.8609 2.5660 0.4523
H 2.5891 1.1691 -0.6250
H 0.4252 0.7987 -2.7945
H 0.3427 0.8709 -0.9812
H -1.1102 2.6301 -4.2287
H -1.9928 1.0153 -3.9350
H -2.8266 2.5952 -3.5729
H -2.3135 -0.0379 -2.1015
H -1.6469 0.3730 -0.4112
H -3.1781 1.1608 -1.0281
H -0.9522 6.3490 -2.6915
H -2.3349 5.1752 -2.8719
H -0.7822 4.7931 -3.7487
H -2.0987 5.6409 -0.0984
H -0.4600 5.0897 0.7022
H -0.4958 6.4045 -0.5728
H 1.2910 4.8765 -2.2997
H 1.2728 4.5089 -0.5171
O -7.3372 2.0162 -5.8631
P -6.7559 1.0112 -6.8598
O -8.0112 -0.0699 -6.8280
C -9.2361 0.2867 -7.4481
C -9.1045 0.3781 -8.9574
O -5.7454 0.2398 -5.7945
C -5.3598 0.8758 -4.5777
C -6.3312 0.5565 -3.4536
O -6.0235 0.0256 -8.0598
C -5.5286 0.6832 -9.2257
C -4.6650 1.8889 -8.9102
H -9.6075 1.2298 -7.0313
H -9.9593 -0.4929 -7.1956
H -8.5261 1.2643 -9.2362
H -10.0852 0.4579 -9.4316
H -8.5862 -0.4953 -9.3580
H -5.2515 1.9526 -4.7269
H -4.3679 0.4987 -4.3108
H -7.3738 0.6442 -3.7653
H -6.1649 1.2230 -2.6029
H -6.1951 -0.4752 -3.1177
H -6.3682 0.9734 -9.8627
H -4.9391 -0.0513 -9.7813
H -5.2416 2.6641 -8.3903
H -4.2667 2.3238 -9.8285
H -3.8335 1.6115 -8.2581
O 4.0143 0.5071 2.9942
P 4.7917 0.7810 4.2860
O 4.7766 2.4321 4.1439
C 3.5652 3.1277 4.3893
C 3.1558 3.0604 5.8492
O 6.2910 0.5200 3.6267
C 6.4229 -0.2587 2.4396
C 6.3263 0.6066 1.1948
O 5.6522 1.0179 5.7523
C 5.1989 0.2908 6.8940
C 4.9888 -1.1852 6.6176
H 2.7704 2.7375 3.7432
H 3.7351 4.1709 4.1100
H 2.8098 2.0534 6.1015
H 2.3395 3.7552 6.0592
H 3.9985 3.2946 6.5025
H 5.6867 -1.0654 2.4281
H 7.4065 -0.7374 2.4697
H 5.5019 1.3208 1.2465
H 6.1923 -0.0161 0.3061
H 7.2383 1.1970 1.0701
H 4.2768 0.7421 7.2692
H 5.9582 0.4112 7.6718
H 4.1996 -1.3402 5.8713
H 4.6964 -1.7068 7.5306
H 5.9005 -1.6408 6.2241
O 1.4937 -4.1606 5.2738
P 2.0684 -5.5433 4.9581
O 3.4407 -5.4171 5.8793
C 3.3219 -5.4611 7.2918
C 2.8899 -6.8301 7.7844
O 2.7274 -5.1517 3.4879
C 2.2724 -4.0010 2.7774
C 3.0734 -2.7664 3.1533
O 2.5419 -7.1524 4.5914
C 1.5476 -8.1674 4.7252
C 0.2399 -7.8161 4.0431
H 2.6267 -4.6861 7.6347
H 4.3075 -5.2248 7.7016
H 1.8397 -7.0104 7.5351
H 2.9923 -6.9059 8.8693
H 3.4817 -7.6186 7.3157
H 1.2018 -3.8521 2.9347
H 2.4037 -4.2026 1.7099
H 3.2173 -2.6760 4.2323
H 2.5779 -1.8620 2.7919
H 4.0729 -2.8142 2.7122
H 1.3798 -8.3737 5.7854
H 1.9578 -9.0776 4.2790
H -0.2193 -6.9302 4.4991
H -0.4677 -8.6429 4.1255
H 0.4011 -7.5899 2.9866
*
```

Results
Lowest unoccupied orbital energy (alpha / beta) in eV: -1.386 / -1.386
Energy in eV: -99403.00324

Atomic partial charges in e from the Mulliken method, atoms 1 to 99: number 1, C, carries -2.16; number 2, C, carries 2.62; number 3, N, carries -0.70; number 4, C, carries 0.34; number 5, S, carries -0.22; number 6, C, carries -1.67; number 7, C, carries 1.57; number 8, C, carries -1.25; number 9, C, carries -1.40; number 10, N, carries 0.46; number 11, O, carries -0.57; number 12, C, carries 1.33; number 13, C, carries -1.43; number 14, C, carries -1.48; number 15, C, carries -1.52; number 16, H, carries 0.38; number 17, H, carries 0.41; number 18, H, carries 0.41; number 19, H, carries 0.20; number 20, H, carries 0.39; number 21, H, carries -0.02; number 22, H, carries 0.48; number 23, H, carries 0.22; number 24, H, carries 0.34; number 25, H, carries 0.31; number 26, H, carries 0.30; number 27, H, carries 0.43; number 28, H, carries 0.34; number 29, H, carries 0.16; number 30, H, carries 0.36; number 31, H, carries 0.31; number 32, H, carries 0.44; number 33, H, carries 0.27; number 34, H, carries 0.32; number 35, O, carries -0.71; number 36, P, carries 1.06; number 37, O, carries -0.38; number 38, C, carries -0.32; number 39, C, carries -0.97; number 40, O, carries -0.41; number 41, C, carries -0.01; number 42, C, carries -1.18; number 43, O, carries -0.25; number 44, C, carries -0.17; number 45, C, carries -1.14; number 46, H, carries 0.26; number 47, H, carries 0.34; number 48, H, carries 0.19; number 49, H, carries 0.44; number 50, H, carries 0.25; number 51, H, carries 0.29; number 52, H, carries 0.18; number 53, H, carries 0.34; number 54, H, carries 0.32; number 55, H, carries 0.30; number 56, H, carries 0.21; number 57, H, carries 0.33; number 58, H, carries 0.36; number 59, H, carries 0.39; number 60, H, carries 0.28; number 61, O, carries -0.58; number 62, P, carries 0.96; number 63, O, carries -0.39; number 64, C, carries -0.17; number 65, C, carries -1.07; number 66, O, carries -0.41; number 67, C, carries 0.24; number 68, C, carries -0.99; number 69, O, carries -0.22; number 70, C, carries -0.25; number 71, C, carries -0.93; number 72, H, carries 0.15; number 73, H, carries 0.37; number 74, H, carries 0.20; number 75, H, carries 0.47; number 76, H, carries 0.24; number 77, H, carries -0.23; number 78, H, carries 0.39; number 79, H, carries 0.17; number 80, H, carries 0.35; number 81, H, carries 0.32; number 82, H, carries 0.20; number 83, H, carries 0.33; number 84, H, carries 0.16; number 85, H, carries 0.43; number 86, H, carries 0.31; number 87, O, carries -0.73; number 88, P, carries 1.02; number 89, O, carries -0.37; number 90, C, carries -0.26; number 91, C, carries -1.09; number 92, O, carries -0.36; number 93, C, carries -0.68; number 94, C, carries -0.27; number 95, O, carries -0.25; number 96, C, carries -0.17; number 97, C, carries -1.15; number 98, H, carries 0.27; number 99, H, carries 0.34

# 2
The following is a DFT calculation (ωB97M-V/def2-TZVPD) of one molecule with the formula C24H27FN4O3.

```
! wB97M-V def2-TZVPD RIJCOSX def2/J DEFGRID3
* xyz 0 1
C 5.6361 1.2610 -0.3242
C 4.4889 1.6910 0.5861
C 4.5503 3.1982 0.8299
C 3.1269 1.3202 -0.0090
C 2.9263 -0.1888 -0.1441
N 1.5599 -0.5155 -0.5267
C 1.3094 -0.9343 -1.7946
O 2.1407 -0.8587 -2.6744
C -0.0960 -1.4755 -2.0759
C -0.6076 -2.4196 -1.0296
C -1.8470 -2.2479 -0.4254
C -2.2956 -3.1224 0.5478
C -1.5107 -4.1966 0.9326
C -0.2840 -4.4072 0.3289
C 0.1459 -3.5235 -0.6421
F 1.3326 -3.7427 -1.2376
C 0.5694 -0.4022 0.4796
C -0.3764 0.5934 0.4081
N -0.3440 1.5392 -0.5721
N -1.3602 0.7002 1.3590
C -2.3427 1.7773 1.3011
C -3.3465 1.5653 0.1965
C -3.5102 2.4953 -0.8231
C -4.4209 2.2643 -1.8412
C -5.1695 1.1003 -1.8513
C -5.0209 0.1753 -0.8303
C -4.1174 0.4082 0.1908
C -1.4587 -0.1921 2.4181
O -2.3627 -0.1410 3.2203
N -0.4533 -1.1085 2.4925
C 0.6053 -1.3053 1.6005
O 1.4224 -2.1736 1.8155
H 5.6782 0.1798 -0.4162
H 6.5856 1.6037 0.0809
H 5.5126 1.6878 -1.3170
H 4.5942 1.1782 1.5488
H 4.4500 3.7374 -0.1098
H 5.5005 3.4730 1.2814
H 3.7511 3.5160 1.4962
H 2.3417 1.7220 0.6384
H 3.0264 1.7844 -0.9932
H 3.1405 -0.6918 0.8018
H 3.5708 -0.5953 -0.9238
H -0.0163 -1.9939 -3.0356
H -0.7948 -0.6443 -2.2025
H -2.4648 -1.4124 -0.7248
H -3.2582 -2.9634 1.0101
H -1.8549 -4.8739 1.6988
H 0.3478 -5.2361 0.6035
H -1.2088 1.9498 -0.8842
H 0.3659 1.4032 -1.2747
H -1.8204 2.7312 1.1886
H -2.8539 1.7594 2.2686
H -2.9425 3.4170 -0.8119
H -4.5434 2.9951 -2.6265
H -5.8744 0.9183 -2.6481
H -5.6126 -0.7276 -0.8283
H -4.0099 -0.2980 1.0004
H -0.5002 -1.7532 3.2735
*
```

Results
Lowest unoccupied orbital energy in eV: 0.473
SMILES string: CC(C)CCN(C(=O)Cc1ccccc1F)c1c(N)n(Cc2ccccc2)c(=O)[nH]c1=O
Energy in eV: -40149.45828
Energy relative to the best compared isomer or geometry (same formula, charge and spin) in kcal/mol: 0.0

Population analysis type natural (NBO), resulting atomic charges in e: number 1, C, carries -0.61; number 2, C, carries -0.21; number 3, C, carries -0.60; number 4, C, carries -0.40; number 5, C, carries -0.22; number 6, N, carries -0.45; number 7, C, carries 0.70; number 8, O, carries -0.62; number 9, C, carries -0.52; number 10, C, carries -0.09; number 11, C, carries -0.16; number 12, C, carries -0.25; number 13, C, carries -0.21; number 14, C, carries -0.26; number 15, C, carries 0.40; number 16, F, carries -0.32; number 17, C, carries -0.13; number 18, C, carries 0.46; number 19, N, carries -0.81; number 20, N, carries -0.44; number 21, C, carries -0.28; number 22, C, carries 0.04; number 23, C, carries -0.26; number 24, C, carries -0.20; number 25, C, carries -0.21; number 26, C, carries -0.19; number 27, C, carries -0.25; number 28, C, carries 0.81; number 29, O, carries -0.63; number 30, N, carries -0.63; number 31, C, carries 0.66; number 32, O, carries -0.61; number 33, H, carries 0.21; number 34, H, carries 0.21; number 35, H, carries 0.20; number 36, H, carries 0.19; number 37, H, carries 0.20; number 38, H, carries 0.21; number 39, H, carries 0.20; number 40, H, carries 0.20; number 41, H, carries 0.20; number 42, H, carries 0.22; number 43, H, carries 0.24; number 44, H, carries 0.26; number 45, H, carries 0.23; number 46, H, carries 0.20; number 47, H, carries 0.22; number 48, H, carries 0.22; number 49, H, carries 0.23; number 50, H, carries 0.41; number 51, H, carries 0.42; number 52, H, carries 0.22; number 53, H, carries 0.27; number 54, H, carries 0.21; number 55, H, carries 0.22; number 56, H, carries 0.22; number 57, H, carries 0.22; number 58, H, carries 0.23; number 59, H, carries 0.43

# 3
The following is a DFT calculation (ωB97M-V/def2-TZVPD) of one molecule with the formula Cl3HOSi.

```
! wB97M-V def2-TZVPD RIJCOSX def2/J DEFGRID3
* xyz 0 1
O 0.1236 1.2827 -0.3592
Si -0.0871 -0.1362 0.3101
Cl 1.0352 0.1430 1.8975
Cl 0.8535 -2.0535 -1.2727
Cl -1.8869 -0.9174 0.7099
H -0.0381 1.6813 -1.2855
*
```

Results
Lowest unoccupied orbital energy in eV: -0.552
SMILES string: O[Si](Cl)(Cl)Cl
Energy in eV: -47512.59507
Energy relative to the best compared isomer or geometry (same formula, charge and spin) in kcal/mol: 38.1

Population analysis type natural (NBO), resulting atomic charges in e: number 1, O, carries -1.13; number 2, Si, carries 1.75; number 3, Cl, carries -0.32; number 4, Cl, carries -0.54; number 5, Cl, carries -0.31; number 6, H, carries 0.56